## 1
16
Properties=species:S:1:pos:R:3:lowdin_charge:R:1 method="wB97M-V/def2-TZVPD" gap_ev=11.117 lumo_energy_ha=0.02874 smiles=OCCCO.O
O 0.592 -0.864 1.287 -0.075
C 0.434 0.141 0.259 -0.262
C -0.452 -0.218 -0.933 -0.191
C -0.172 0.675 -2.142 -0.270
O -0.386 0.029 -3.415 -0.077
H -0.170 -1.387 1.377 0.049
H 1.548 0.084 -0.137 0.159
H 0.038 1.025 0.678 0.095
H -1.489 -0.071 -0.541 0.126
H -0.159 -1.224 -1.294 0.129
H 0.898 1.002 -2.042 0.121
H -0.823 1.560 -2.051 0.118
H -1.141 0.443 -3.861 0.085
O 0.065 0.069 4.153 -0.068
H 0.162 0.838 3.507 0.071
H 0.108 0.274 5.053 -0.010


## 2
16
Properties=species:S:1:pos:R:3:lowdin_charge:R:1 method="wB97M-V/def2-TZVPD" gap_ev=9.008 lumo_energy_ha=0.01621 smiles="C/C=C/O.O.O"
C -0.676 -1.768 0.956 -0.131
C 0.188 -0.568 0.699 -0.152
C -0.209 0.264 -0.263 -0.188
O 0.637 1.327 -0.589 -0.040
H -0.096 -2.553 1.423 0.055
H -1.108 -2.218 0.030 0.080
H -1.511 -1.516 1.697 0.093
H 0.829 -0.278 1.526 0.089
H -1.157 0.323 -0.750 0.098
H 0.641 1.470 -1.541 0.082
O 3.281 0.360 2.294 -0.064
H 2.812 0.835 2.990 0.036
H 2.702 0.544 1.542 0.009
O -1.875 1.173 -3.068 -0.064
H -1.995 2.065 -3.433 0.048
H -2.463 0.542 -3.512 0.047


Energies, relative to the best one, in kJ/mol: 1 13.1; 2 0.0.


## 1
10
Properties=species:S:1:pos:R:3:lowdin_charge:R:1 method="wB97M-V/def2-TZVPD" gap_ev=9.670 lumo_energy_ha=0.03339
C 0.636 -0.524 -1.610 -0.379
S 0.581 0.985 -0.583 0.795
C 0.127 0.422 1.012 -0.473
C -1.043 0.349 1.590 -0.222
F -2.126 0.785 0.939 0.010
H 1.429 -1.156 -1.338 0.009
H -0.371 -0.910 -1.576 0.030
H 0.919 -0.097 -2.606 0.045
H 1.052 0.150 1.580 0.076
H -1.203 -0.004 2.592 0.111


## 2
10
Properties=species:S:1:pos:R:3:lowdin_charge:R:1 method="wB97M-V/def2-TZVPD" gap_ev=9.511 lumo_energy_ha=0.03489
C -1.449 -0.370 -1.039 -0.398
S 0.154 0.329 -1.090 0.866
C 0.918 -0.293 0.336 -0.458
C 1.326 0.595 1.155 -0.256
F 1.022 1.926 1.124 -0.027
H -1.480 -0.967 -0.197 0.014
H -2.079 0.513 -0.899 0.041
H -1.602 -0.833 -1.950 0.004
H 1.328 -1.261 0.410 0.068
H 1.861 0.362 2.149 0.145


Energies, relative to the best one, in kJ/mol: 1 0.0; 2 38.6.


## 1
10
Properties=species:S:1:pos:R:3:lowdin_charge:R:1 method="wB97M-V/def2-TZVPD" gap_ev=9.030 lumo_energy_ha=0.03503
C 2.402 0.123 0.124 -0.379
S 0.632 -0.486 -0.094 0.846
C -0.284 0.878 -0.011 -0.540
C -1.620 0.625 0.031 -0.266
F -2.112 -0.650 0.088 -0.057
H 2.484 0.927 -0.645 0.018
H 2.737 0.538 1.174 0.073
H 2.961 -0.826 -0.298 0.057
H 0.222 1.884 -0.217 0.110
H -2.504 1.356 -0.174 0.138


## 2
10
Properties=species:S:1:pos:R:3:lowdin_charge:R:1 method="wB97M-V/def2-TZVPD" gap_ev="6.699 / 6.700" lumo_energy_ha="-0.11023 / -0.11021"
C -0.099 1.180 0.453 -0.550
C 0.338 -1.174 -0.020 -0.086
C -0.542 -0.020 0.036 -0.199
F -0.794 0.793 -1.923 -0.352
S 1.495 1.625 1.003 0.696
H -0.700 2.126 0.553 0.073
H -0.050 -2.153 -0.403 0.104
H 0.597 -1.394 0.985 0.074
H 1.302 -0.904 -0.667 0.148
H -1.547 -0.078 -0.018 0.091


Energies, relative to the best one, in kJ/mol: 1 0.0; 2 220.5.


## 1
8
Properties=species:S:1:pos:R:3:lowdin_spin:R:1 method="wB97M-V/def2-TZVPD" gap_ev="5.971 / 8.873" lumo_energy_ha="0.01936 / -0.12028" spin_multiplicity=3
C 0.290 -1.806 -0.441 1.446
C 0.354 2.456 2.122 0.001
N 2.205 -0.753 1.445 0.021
N 3.103 -0.915 0.838 0.018
N -0.133 -0.736 -0.446 0.467
O 0.210 1.791 1.209 0.005
O 0.468 3.211 2.961 0.000
H -0.597 0.101 -0.752 0.042


## 2
8
Properties=species:S:1:pos:R:3:lowdin_spin:R:1 method="wB97M-V/def2-TZVPD" gap_ev="6.814 / 7.793" lumo_energy_ha="-0.10022 / -0.09080" spin_multiplicity=3
C 0.024 0.674 0.375 0.018
C -1.274 0.410 -0.386 0.108
N -1.136 -0.641 -1.208 -0.010
N -0.010 -1.144 -0.849 -0.013
N 0.630 -0.522 0.053 0.156
O -1.302 0.487 0.911 -0.008
O 2.502 -0.827 0.480 1.750
H 0.567 1.563 0.624 -0.001


Energies, relative to the best one, in kJ/mol: 1 0.0; 2 545.5.